Entry 1:
{"formula": "C37H27N7O2STi", "method": "ωB97M-V/def2-TZVPD", "s2": 2.03, "e_homo_ev": [-0.43, -1.75], "multiplicity": 3, "fmax_ev_per_a": 0.3, "total_energy_ha": -3207.76753, "total_charge": -2, "molar_mass_g_mol": 681.60, "relative_energy_ev": 0.0000, "homo_lumo_gap_ha": [0.1657, 0.2140], "species": ["Ti", "O", "C", "N", "C", "C", "C", "C", "C", "C", "N", "C", "O", "C", "C", "C", "C", "C", "N", "C", "C", "C", "C", "C", "N", "H", "H", "H", "H", "H", "H", "H", "H", "H", "H", "H", "H", "C", "C", "C", "C", "C", "C", "C", "C", "C", "S", "C", "N", "H", "H", "H", "H", "H", "H", "H", "H", "N", "C", "H", "C", "C", "C", "C", "C", "C", "C", "C", "N", "H", "H", "H", "H", "H", "H"], "xyz": [[0.40226, -1.74646, -0.18903], [-3.26253, -3.33135, 1.16092], [-2.29165, -2.68824, 0.75097], [-1.15854, -3.14420, 0.18639], [-0.79049, -4.48303, 0.10884], [-1.46762, -5.57384, 0.65237], [-0.94522, -6.85877, 0.51064], [0.23844, -7.07222, -0.17336], [0.92773, -5.99632, -0.73284], [0.42628, -4.70918, -0.59680], [0.97839, -3.53606, -1.13581], [1.78979, -3.50956, -2.18141], [2.43512, -4.41099, -2.73044], [1.77264, -2.13493, -2.82875], [2.51721, -1.87280, -3.96836], [2.35123, -0.66599, -4.61893], [1.42604, 0.23694, -4.12461], [0.73371, -0.10341, -2.97586], [0.90552, -1.25117, -2.33577], [-2.25374, -1.17495, 0.88513], [-3.10292, -0.54104, 1.75436], [-2.69004, 0.76077, 2.20642], [-1.75089, 1.44995, 1.53028], [-1.33681, 0.89784, 0.19324], [-1.23988, -0.54886, 0.24047], [-2.39312, -5.39655, 1.17698], [-1.47785, -7.69716, 0.94780], [0.63852, -8.07535, -0.27490], [1.84880, -6.14094, -1.27664], [3.19866, -2.63881, -4.31098], [2.92621, -0.43352, -5.50764], [1.24670, 1.18975, -4.60517], [0.00935, 0.56818, -2.52959], [-3.85318, -1.12397, 2.26692], [-3.05365, 1.13016, 3.16105], [-1.28106, 2.34298, 1.92567], [-0.36141, 1.30145, -0.09472], [2.27965, 2.36648, -0.86538], [2.14410, 2.10940, 0.60684], [2.07358, 3.17380, 1.46863], [1.87044, 2.99353, 2.83081], [1.64986, 1.67299, 3.32390], [1.40131, 1.47181, 4.68762], [1.17674, 0.20209, 5.17787], [1.18267, -0.87115, 4.30618], [1.41645, -0.73136, 2.92995], [1.33157, -2.24072, 2.02605], [1.67297, 0.56427, 2.43029], [2.00676, 0.80624, 1.07758], [2.15457, 3.43709, -1.03772], [1.52074, 1.83190, -1.43634], [3.23690, 2.05218, -1.28552], [2.16513, 4.16819, 1.04797], [1.82088, 3.82990, 3.51574], [1.38516, 2.33806, 5.34025], [0.98157, 0.04129, 6.23245], [0.97811, -1.86969, 4.67008], [3.17161, -0.40775, -0.55561], [2.06394, -0.28576, 0.07506], [3.89316, 0.21546, -0.17462], [-2.35492, 1.30972, -0.92163], [-2.37652, 2.78976, -1.11338], [-1.45258, 3.41191, -1.95540], [-1.41002, 4.78789, -2.08969], [-2.30504, 5.57449, -1.36691], [-3.22403, 4.97490, -0.50737], [-3.25199, 3.59711, -0.38467], [-2.28726, 7.00369, -1.51199], [-2.28034, 8.14822, -1.63575], [-2.06792, 0.80613, -1.84887], [-3.33585, 0.93503, -0.62334], [-0.74799, 2.80165, -2.50860], [-0.68814, 5.25609, -2.74595], [-3.90698, 5.59270, 0.06106], [-3.95025, 3.12410, 0.29354]], "atomic_forces_ev_per_a": [[0.1, -0.2, 0.2], [0.0, 0.0, 0.0], [0.0, 0.0, 0.0], [0.0, 0.1, 0.0], [0.0, 0.0, 0.0], [0.1, 0.0, 0.0], [-0.1, 0.0, 0.0], [0.0, 0.0, 0.0], [0.0, 0.0, 0.0], [-0.1, 0.0, 0.1], [-0.1, -0.1, 0.2], [0.2, -0.1, -0.2], [0.0, 0.1, 0.0], [0.0, -0.1, -0.1], [0.1, -0.1, 0.0], [0.1, -0.1, 0.0], [-0.2, 0.1, 0.1], [-0.1, 0.2, 0.0], [0.0, 0.0, -0.1], [-0.1, 0.0, 0.0], [0.1, 0.0, 0.0], [0.0, 0.0, 0.0], [0.0, 0.0, 0.0], [0.0, 0.0, 0.0], [0.0, -0.1, 0.0], [0.0, 0.0, 0.0], [0.0, 0.0, 0.0], [0.0, 0.0, 0.0], [0.0, 0.0, 0.0], [0.0, 0.0, 0.0], [0.0, 0.0, 0.0], [0.0, 0.0, 0.0], [0.0, 0.0, 0.0], [0.0, 0.0, 0.0], [0.0, 0.0, 0.0], [0.0, 0.0, 0.0], [0.0, 0.0, 0.0], [0.0, 0.0, 0.0], [0.0, 0.0, 0.0], [0.0, 0.0, 0.0], [0.0, 0.0, 0.0], [0.0, 0.0, 0.0], [0.0, 0.0, 0.0], [0.0, 0.0, 0.0], [0.0, 0.0, 0.0], [0.0, 0.0, 0.0], [0.0, 0.0, -0.1], [0.1, 0.0, 0.0], [0.0, 0.0, 0.0], [0.0, 0.0, 0.0], [-0.1, 0.0, 0.0], [0.0, 0.0, 0.0], [0.0, 0.0, 0.0], [0.0, 0.0, 0.0], [0.0, 0.0, 0.0], [0.0, 0.0, 0.0], [0.0, 0.0, 0.0], [-0.1, 0.0, 0.0], [0.1, 0.2, 0.1], [0.0, 0.0, 0.0], [0.0, 0.1, -0.1], [0.0, -0.1, 0.0], [0.0, 0.1, 0.0], [0.0, -0.1, 0.0], [0.0, 0.1, 0.0], [0.0, -0.1, 0.0], [0.0, 0.0, 0.0], [0.0, 0.0, 0.0], [0.0, 0.0, 0.0], [0.0, 0.0, 0.0], [0.0, 0.0, 0.0], [0.0, 0.0, 0.0], [0.0, 0.0, 0.0], [0.0, 0.0, 0.0], [0.0, 0.0, 0.0]]}



Entry 2:
{"formula": "C18H38BaBr2N2O9P2", "method": "ωB97M-V/def2-TZVPD", "e_homo_ev": -6.96, "fmax_ev_per_a": 9.6, "total_energy_ha": -7351.74832, "molar_mass_g_mol": 785.59, "relative_energy_ev": 4.5888, "homo_lumo_gap_ha": 0.2569, "species": ["Ba", "N", "C", "C", "O", "N", "C", "C", "O", "O", "H", "H", "H", "H", "H", "H", "C", "C", "C", "O", "P", "O", "C", "P", "O", "O", "C", "C", "C", "O", "C", "C", "C", "O", "C", "C", "C", "H", "H", "H", "H", "H", "H", "H", "H", "H", "H", "H", "H", "H", "H", "H", "H", "H", "H", "H", "H", "H", "H", "H", "H", "H", "H", "H", "H", "H", "H", "Br", "C", "Br", "H", "H"], "xyz": [[1.09553, -1.36179, 0.24074], [3.69532, -3.01705, -0.99282], [3.55865, -4.43789, -0.59121], [2.12980, -4.85221, -0.26563], [1.78850, -6.02744, -0.54826], [1.44540, -3.91761, 0.35056], [0.07980, -4.35621, 0.73979], [-0.72439, -3.06396, 0.84234], [-0.35184, -2.19322, 1.73545], [-1.53425, -2.74671, -0.07544], [3.36872, -2.91139, -1.94732], [4.66635, -2.73352, -0.97457], [4.14032, -4.57604, 0.32399], [3.93205, -5.13789, -1.33838], [0.09657, -4.87935, 1.70383], [-0.35804, -5.01243, -0.00835], [-2.60907, -1.08582, -3.45889], [-1.13862, -1.15626, -3.18971], [-0.30094, -1.67362, -4.32183], [-0.67023, 0.25585, -2.89445], [0.16869, 0.55875, -1.63724], [1.46415, -0.18793, -1.60124], [-0.95362, 0.12360, -0.18919], [-0.25980, 0.77899, 1.44197], [1.17861, 0.44478, 1.68148], [-1.10261, 0.43795, 2.67874], [-2.57253, 0.57318, 2.81038], [-3.21644, -0.76797, 2.59485], [-2.80177, 1.16723, 4.17344], [-0.50878, 2.29655, 1.19377], [0.01423, 3.29087, 2.18673], [1.40629, 3.69936, 1.79041], [-0.97344, 4.42236, 2.20515], [0.38790, 2.07876, -1.66273], [-0.08234, 3.05333, -2.69534], [-0.08285, 4.39551, -2.02301], [0.82516, 2.97535, -3.89020], [-2.98338, -2.09086, -3.65978], [-2.81577, -0.45064, -4.32384], [-3.15053, -0.69155, -2.59872], [-0.98288, -1.78357, -2.30603], [-0.45141, -1.06954, -5.22003], [-0.58425, -2.70512, -4.54048], [0.75772, -1.65846, -4.06506], [-1.08119, -1.01694, -0.16100], [-1.93171, 0.57173, -0.37881], [-2.92582, 1.28541, 2.05948], [-2.86899, -1.48575, 3.33904], [-2.98508, -1.18085, 1.61207], [-4.30017, -0.65644, 2.68924], [-2.40132, 0.50205, 4.94157], [-3.87071, 1.29599, 4.35315], [-2.31747, 2.13953, 4.27126], [0.03369, 2.80983, 3.16444], [1.41178, 4.06848, 0.76204], [2.10352, 2.86610, 1.85686], [1.75151, 4.49821, 2.45087], [-0.97426, 4.96018, 1.25385], [-0.70415, 5.12685, 2.99512], [-1.98421, 4.05903, 2.39382], [-1.09769, 2.77762, -2.97125], [0.93526, 4.72315, -1.80148], [-0.64522, 4.36090, -1.08948], [-0.54792, 5.12995, -2.68455], [1.84544, 3.23737, -3.60336], [0.48198, 3.68105, -4.65063], [0.83326, 1.97927, -4.33036], [4.38097, -1.25268, 1.89527], [3.14879, -1.82801, 3.29893], [2.95887, -3.77399, 3.31384], [2.20224, -1.35056, 3.09375], [3.55862, -1.53387, 4.25244]], "atomic_forces_ev_per_a": [[7.6, -5.9, 0.3], [-0.4, -0.2, 0.0], [0.3, 0.4, -0.1], [0.2, -1.0, -0.4], [0.2, 0.7, 0.3], [-1.5, -0.2, 0.3], [0.4, 0.2, 0.0], [-0.9, -0.3, 0.8], [-2.5, -2.2, 0.9], [0.7, -0.1, 0.4], [0.1, 0.0, 0.0], [0.0, 0.0, 0.0], [0.0, 0.0, 0.0], [0.1, 0.0, -0.1], [0.0, 0.1, 0.0], [-0.1, -0.1, 0.0], [-0.3, 0.2, -0.2], [0.4, 0.4, 0.4], [0.1, 0.0, -0.3], [-1.3, -1.0, -1.0], [0.0, 0.1, -0.3], [-0.5, 2.4, -3.0], [0.4, 0.4, 0.1], [-0.2, 1.1, -0.3], [-0.9, 1.8, 1.3], [-1.2, -0.6, 0.8], [0.5, 0.2, -0.2], [-0.1, -0.2, 0.0], [0.0, -0.1, 0.3], [0.2, 1.5, 0.2], [-0.2, -0.5, -0.4], [0.2, 0.1, -0.2], [-0.2, 0.2, -0.1], [-0.3, 1.5, -0.4], [0.1, -0.5, 0.5], [0.0, 0.3, 0.2], [0.2, 0.0, -0.2], [0.0, 0.0, 0.0], [0.0, -0.1, 0.0], [0.0, 0.0, 0.0], [0.1, 0.2, 0.1], [0.0, 0.0, 0.0], [0.0, 0.0, 0.0], [0.0, 0.0, 0.0], [-1.3, 1.5, -0.1], [0.1, 0.2, 0.1], [0.2, 0.0, -0.2], [0.0, 0.0, 0.0], [0.0, 0.0, 0.0], [0.1, 0.0, 0.0], [0.0, 0.0, 0.0], [0.0, 0.0, 0.0], [0.0, 0.0, 0.0], [-0.1, -0.2, 0.0], [0.0, 0.0, 0.1], [0.0, 0.0, 0.0], [0.0, 0.0, 0.0], [0.0, 0.0, 0.0], [0.0, 0.0, 0.0], [0.0, 0.0, 0.0], [-0.1, -0.2, 0.1], [0.0, 0.0, 0.0], [0.0, 0.0, -0.1], [0.0, 0.0, 0.0], [0.0, 0.0, 0.0], [0.0, 0.0, 0.0], [0.0, 0.0, 0.0], [-0.2, 0.0, 0.4], [0.3, -0.7, -0.3], [0.0, 0.7, 0.2], [-0.2, -0.1, 0.1], [0.1, 0.1, 0.0]]}



Entry 3:
{"formula": "C20H38AsN2O7PtSSi", "method": "ωB97M-V/def2-TZVPD", "e_homo_ev": -5.31, "fmax_ev_per_a": 0.6, "total_energy_ha": -4464.01495, "total_charge": -1, "molar_mass_g_mol": 748.68, "relative_energy_ev": 0.0000, "homo_lumo_gap_ha": 0.2780, "species": ["Pt", "O", "As", "O", "O", "C", "C", "C", "C", "C", "C", "S", "O", "O", "O", "H", "H", "H", "H", "H", "C", "N", "C", "C", "O", "N", "C", "C", "H", "H", "H", "H", "H", "H", "H", "H", "H", "H", "H", "H", "C", "Si", "C", "C", "C", "C", "C", "C", "C", "C", "H", "H", "H", "H", "H", "H", "H", "H", "H", "H", "H", "H", "H", "H", "H", "H", "H", "H", "H", "H", "H"], "xyz": [[-0.86185, -0.40888, 0.19926], [-3.78431, -1.84837, 2.88174], [-2.67827, -0.51560, 2.68558], [-3.08059, 0.72845, 3.65460], [-2.66826, -0.13718, 1.01830], [-0.91209, -1.18817, 3.19571], [-0.27751, -0.35489, 4.10945], [1.01021, -0.63191, 4.55186], [1.66855, -1.75950, 4.09318], [1.03814, -2.61093, 3.19291], [-0.24111, -2.32985, 2.73948], [-0.95926, -3.48166, 1.56538], [-2.16845, -3.97768, 2.20853], [0.05532, -4.47937, 1.30004], [-1.27633, -2.66994, 0.37247], [-3.35842, -2.67431, 2.57047], [-0.81507, 0.51897, 4.45820], [1.49222, 0.03592, 5.25534], [2.67104, -1.98632, 4.43609], [1.52676, -3.50375, 2.82618], [3.34098, -2.06760, -0.18520], [2.52314, -2.39503, -1.33520], [3.25469, -2.64196, -2.56161], [1.25298, -1.88495, -1.35314], [0.98361, -1.01372, -0.50317], [0.37318, -2.40115, -2.24729], [-0.88265, -1.73298, -2.54997], [0.43208, -3.79786, -2.64697], [4.09230, -2.84813, -0.05893], [2.72010, -2.02302, 0.70300], [3.84145, -1.09994, -0.31110], [4.09072, -1.93912, -2.64000], [2.61211, -2.49625, -3.42265], [3.65653, -3.65841, -2.58985], [-0.80226, -0.66864, -2.35160], [-1.69608, -2.13730, -1.94210], [-1.09941, -1.88333, -3.60984], [1.12027, -4.34196, -2.00859], [0.72911, -3.91650, -3.69305], [-0.56110, -4.23066, -2.51510], [-0.60297, 2.63246, 1.78103], [-0.63420, 1.86791, 0.05478], [1.05988, 2.36958, -0.73995], [1.27804, 3.88546, -0.86056], [1.23473, 1.74525, -2.12720], [2.16258, 1.83797, 0.19589], [-2.14952, 2.62218, -0.89846], [-1.83837, 3.95606, -1.58340], [-2.64335, 1.63972, -1.96916], [-3.29596, 2.87497, 0.09250], [-0.54034, 3.72609, 1.75378], [0.25489, 2.25707, 2.34468], [-1.50387, 2.35715, 2.33504], [0.67784, 4.33639, -1.65173], [2.33229, 4.08289, -1.09591], [1.05158, 4.40358, 0.07423], [0.50325, 2.14158, -2.83722], [1.12033, 0.65981, -2.09812], [2.23435, 1.96778, -2.52509], [2.20097, 2.42687, 1.11517], [3.14088, 1.93214, -0.29508], [2.02017, 0.78895, 0.47125], [-1.15855, 3.83712, -2.43110], [-1.39889, 4.68018, -0.89309], [-2.76867, 4.39363, -1.96879], [-1.86219, 1.40820, -2.70234], [-3.49109, 2.07540, -2.51529], [-2.97199, 0.70308, -1.51707], [-3.04045, 3.66102, 0.80744], [-3.54744, 1.97814, 0.65151], [-4.18639, 3.20488, -0.46010]], "atomic_forces_ev_per_a": [[0.0, 0.0, 0.2], [0.0, 0.2, 0.0], [-0.1, -0.1, 0.0], [0.0, 0.0, 0.0], [0.0, 0.1, 0.1], [0.0, 0.0, 0.0], [0.0, 0.0, 0.0], [0.0, 0.0, 0.0], [0.0, 0.0, 0.0], [0.0, 0.0, 0.0], [0.0, 0.0, 0.0], [0.0, 0.0, 0.0], [0.0, -0.1, 0.0], [0.0, 0.0, 0.0], [0.0, -0.1, 0.0], [0.0, -0.1, 0.0], [0.0, 0.0, 0.0], [0.0, 0.0, 0.0], [0.0, 0.0, 0.0], [0.0, 0.0, 0.0], [0.1, 0.0, 0.0], [-0.1, 0.0, -0.1], [0.0, -0.1, 0.0], [-0.3, -0.5, 0.1], [-0.1, 0.4, -0.3], [0.3, 0.2, 0.0], [0.0, -0.1, -0.1], [0.0, 0.0, 0.0], [0.0, 0.0, 0.0], [0.0, 0.0, 0.1], [0.0, 0.0, 0.0], [0.0, 0.0, 0.0], [-0.1, 0.0, -0.1], [0.0, 0.0, 0.0], [0.0, 0.0, 0.0], [0.0, 0.0, -0.1], [0.0, 0.0, 0.0], [0.1, 0.0, 0.0], [0.0, 0.0, 0.0], [0.0, 0.0, 0.0], [0.0, 0.1, 0.0], [0.0, 0.0, 0.0], [0.1, -0.1, 0.0], [0.0, 0.0, 0.0], [0.0, 0.0, 0.0], [0.0, -0.1, 0.0], [0.0, 0.0, 0.0], [0.0, 0.0, 0.0], [0.0, 0.0, 0.0], [0.1, 0.0, -0.1], [0.0, 0.0, 0.0], [0.0, 0.0, 0.0], [0.0, 0.0, 0.0], [0.1, 0.0, 0.1], [0.0, 0.0, 0.0], [0.0, 0.0, 0.0], [0.0, 0.0, 0.0], [0.0, 0.1, 0.0], [0.0, 0.0, 0.0], [0.0, 0.0, 0.0], [0.0, 0.0, 0.0], [0.0, 0.1, -0.1], [0.0, 0.0, 0.0], [0.0, 0.0, 0.0], [0.0, 0.0, 0.0], [0.0, 0.0, 0.0], [0.0, 0.0, 0.0], [0.0, 0.0, 0.0], [0.0, 0.0, 0.0], [0.0, -0.1, 0.1], [0.0, 0.0, 0.0]]}



Entry 4:
{"formula": "CH5NO2", "method": "ωB97M-V/def2-TZVPD", "smiles": "O=CO.N", "e_homo_ev": -9.43, "fmax_ev_per_a": 4.5, "total_energy_ha": -246.29869, "molar_mass_g_mol": 63.06, "relative_energy_ev": 1.5832, "homo_lumo_gap_ha": 0.3770, "species": ["O", "C", "O", "H", "H", "N", "H", "H", "H"], "xyz": [[0.68592, -1.08078, 0.88062], [-0.22836, -0.22274, 0.93764], [-1.48386, -0.54792, 0.52392], [-0.26623, 0.59653, 1.66859], [-1.37045, -1.37051, 0.00925], [0.65440, 0.60959, -1.12460], [1.09887, -0.30024, -0.73962], [1.20867, 1.41229, -0.83103], [-0.29897, 0.90378, -1.32478]], "atomic_forces_ev_per_a": [[-2.1, 2.2, 0.5], [0.8, -4.1, 1.5], [0.9, 0.5, -0.4], [0.3, 0.3, -0.7], [-0.1, 0.2, 0.2], [1.9, 0.1, 0.4], [-2.0, 2.3, -1.4], [-0.2, -0.4, -0.3], [0.5, -1.1, 0.1]]}